# 1
The following is a quantum chemistry calculation of an isolated molecule of C3H6FNO2, from the OMol25 dataset.

Calculated values
Total energy ... -422.924030 hartree
Gap between HOMO and LUMO ... 10.94 eV
Molar mass ... 107.1 Da
ΔE to the lowest compared entry with this formula, charge and spin ... 2.944 eV
SMILES string ... NC[C@H](F)C(=O)O
Maximum force ... 6.26 eV Å⁻¹
HOMO level ... -10.4 eV

Atoms and positions in Å:
N: 2.450 -0.259 0.259
C: 1.032 -0.651 0.289
C: 0.183 0.195 -0.557
F: 0.442 1.606 -0.354
C: -1.273 -0.313 -0.074
O: -1.528 -1.418 -0.324
O: -1.857 0.691 0.611
H: 2.682 -0.645 -0.630
H: 2.806 -1.088 1.051
H: 0.828 -1.642 -0.020
H: 0.523 -0.247 1.320
H: 0.446 0.048 -1.524
H: -0.987 1.366 0.937

# 2
The following is a quantum chemistry calculation of an isolated molecule of C3H6FNO2S, from the OMol25 dataset.

Calculated values
Total energy ... -821.107751 hartree
Gap between HOMO and LUMO ... 10.72 eV
Molar mass ... 139.2 Da
ΔE to the lowest compared entry with this formula, charge and spin ... 0.570 eV
SMILES string ... C/C=N/CS(=O)(=O)F
Maximum force ... 6.61 eV Å⁻¹
HOMO level ... -10.3 eV

Atoms and positions in Å:
C: 1.564 0.353 0.183
C: 0.152 -0.097 0.358
N: -0.723 0.162 -0.597
C: -1.937 -0.356 -0.641
S: -2.215 -1.831 0.737
O: -2.070 -1.563 2.138
O: -1.616 -2.990 0.143
F: -3.870 -2.035 0.543
H: 1.560 1.205 -0.567
H: 1.946 0.928 1.088
H: 2.040 -0.592 0.111
H: -0.130 -0.770 1.041
H: -2.171 -0.945 -1.678
H: -2.857 0.399 -0.661

# 3
The following is a quantum chemistry calculation of an isolated molecule of C3H6FNO3, from the OMol25 dataset.

Calculated values
Total energy ... -498.117205 hartree
Gap between HOMO and LUMO ... 11.08 eV
Molar mass ... 123.1 Da
ΔE to the lowest compared entry with this formula, charge and spin ... 3.275 eV
SMILES string ... C[C@](F)(CO)[N+](=O)[O-]
Maximum force ... 4.67 eV Å⁻¹
HOMO level ... -11.3 eV

Atoms and positions in Å:
C: 0.169 1.231 0.483
C: -0.722 -0.098 0.296
F: -0.849 -0.710 1.565
C: -0.308 -1.143 -0.690
O: -0.493 -2.486 -0.310
N: -2.019 0.357 -0.114
O: -1.981 1.333 -0.834
O: -2.973 -0.323 0.205
H: -0.485 2.046 0.646
H: 0.690 1.221 -0.464
H: 0.934 0.926 1.289
H: 0.699 -1.113 -0.933
H: -0.755 -0.877 -1.672
H: -1.380 -2.803 -0.082

# 4
The following is a quantum chemistry calculation of an isolated molecule of C3H6FNO3, from the OMol25 dataset.

Calculated values
Total energy ... -498.143974 hartree
Gap between HOMO and LUMO ... 10.50 eV
Molar mass ... 123.1 Da
ΔE to the lowest compared entry with this formula, charge and spin ... 2.546 eV
SMILES string ... CONC(=O)[C@H](O)F
Maximum force ... 7.31 eV Å⁻¹
HOMO level ... -9.9 eV

Atoms and positions in Å:
C: 1.339 2.131 -0.159
O: -0.072 1.967 0.028
N: -0.518 0.702 -0.054
C: -0.107 -0.366 0.674
O: 0.811 -0.581 1.430
C: -1.015 -1.686 0.318
O: -0.909 -1.980 -1.043
F: -2.287 -1.337 0.750
H: 1.704 2.946 0.252
H: 1.615 2.017 -1.274
H: 2.005 1.296 0.186
H: -0.903 0.379 -0.925
H: -0.818 -2.583 0.823
H: -0.843 -2.905 -1.006